# 1
{"formula": "C15H25BrN3O6P2", "method": "ωB97M-V/def2-TZVPD", "symbols": ["C", "C", "C", "P", "N", "O", "C", "C", "C", "N", "N", "C", "C", "O", "C", "C", "O", "C", "P", "O", "Br", "H", "H", "H", "H", "H", "H", "H", "H", "H", "H", "H", "H", "H", "H", "H", "H", "H", "H", "H", "O", "C", "O", "C", "C", "C", "H", "H", "H", "H", "H", "H"], "xyz": [[3.51463, 3.65324, 0.16003], [2.73951, 2.93397, -0.39526], [1.78303, 2.05822, -1.04780], [2.20200, 2.21416, -2.92448], [3.30441, 3.27287, -3.22994], [2.04015, 0.75312, -0.56935], [1.00018, -0.19719, -0.76432], [0.70853, -0.96373, 0.53365], [-0.26150, 0.36152, -1.42106], [-0.69532, 1.53121, -0.62344], [-2.01451, 2.05988, -0.90820], [-2.57513, 1.63294, -2.21245], [-3.46557, 0.41508, -2.33313], [-2.28600, 2.25398, -3.18835], [-2.96240, 1.87368, 0.21357], [-3.18373, 0.52138, 0.87662], [-3.58617, 2.82852, 0.56076], [0.37855, 2.61778, -0.62606], [-0.20557, 4.16674, -1.58022], [1.21036, 4.92278, -1.67844], [-1.28545, 5.26049, 0.06293], [4.35018, 4.27951, 0.36849], [1.00478, 2.57257, -3.58978], [2.57279, 0.92253, -3.35668], [4.11210, 2.85748, -3.67783], [1.37823, -0.94416, -1.46608], [1.19131, -1.92688, 0.52360], [0.97264, -0.37918, 1.41325], [-0.36060, -1.17918, 0.59302], [-0.98362, -0.44689, -1.39909], [-0.04705, 0.60077, -2.46033], [-0.71672, 1.20542, 0.34778], [-3.32256, -0.31166, -1.54032], [-3.16168, -0.06052, -3.26145], [-4.50975, 0.69681, -2.43718], [-3.03248, 0.66734, 1.94188], [-4.19595, 0.19746, 0.66746], [-2.45084, -0.20383, 0.52291], [0.48994, 2.93780, 0.40875], [1.08553, 5.80029, -2.06586], [0.16895, -3.69019, 1.18327], [0.54444, -4.33526, 2.12636], [1.83328, -4.37288, 2.50230], [2.00785, -5.30781, 3.58928], [0.63043, -5.43463, 4.22352], [-0.28948, -5.22933, 3.02061], [2.36623, -6.25158, 3.17592], [2.75481, -4.92018, 4.27626], [0.48236, -6.37878, 4.74195], [0.47811, -4.62943, 4.94334], [-0.48948, -6.16199, 2.49132], [-1.22375, -4.74429, 3.28825]], "forces_ev_per_angstrom": [[0.4, 0.0, -0.5], [0.0, -0.1, 0.1], [-0.3, 0.5, -0.2], [1.4, 1.0, -0.7], [-0.2, -0.4, -0.1], [-0.6, 0.1, 0.1], [0.3, -1.0, -0.1], [-0.5, 0.8, -0.3], [1.2, -0.6, 0.0], [-0.1, 0.2, -0.3], [-0.4, -0.4, 0.2], [-0.1, 0.1, -1.0], [0.4, -0.1, 0.2], [0.3, 0.0, 0.4], [-0.8, 0.4, 0.7], [1.3, 0.5, -0.3], [0.2, -0.2, -0.5], [0.7, 0.4, 0.4], [-1.2, 0.0, -0.7], [0.1, -0.1, 0.5], [0.3, -0.2, 0.1], [-0.1, 0.1, 0.4], [-0.4, -0.5, 0.4], [-0.7, -0.3, 0.3], [0.2, 0.2, 0.1], [0.0, 0.1, -0.2], [0.3, 0.0, 0.3], [0.2, 0.0, 0.1], [0.0, -0.2, 0.1], [-0.4, 0.2, 0.1], [-0.3, 0.6, 0.0], [-0.1, -0.1, 0.0], [-0.2, 0.1, 0.2], [-0.1, 0.0, -0.2], [-0.1, 0.1, 0.1], [-0.2, -0.1, 0.2], [-0.1, -0.1, 0.0], [-0.2, -0.3, 0.1], [-0.1, -0.2, 0.1], [0.2, 0.0, -0.2], [0.0, -0.1, 0.1], [-0.2, -0.3, -0.2], [0.0, 0.1, 0.0], [0.0, -0.1, 0.2], [-0.1, 0.0, 0.0], [0.3, 0.2, 0.4], [0.0, 0.0, -0.1], [0.1, 0.1, -0.1], [0.1, 0.0, 0.0], [0.0, 0.0, 0.0], [-0.1, 0.0, -0.1], [-0.1, -0.1, -0.2]], "total_charge": 1, "homo_ev": -11.32}

=====

# 2
{"formula": "C25H51N6O19P", "method": "ωB97M-V/def2-TZVPD", "symbols": ["C", "N", "O", "O", "H", "H", "H", "C", "N", "O", "O", "H", "H", "H", "C", "N", "O", "O", "H", "H", "H", "C", "C", "C", "O", "C", "O", "O", "H", "H", "H", "H", "H", "H", "C", "C", "C", "O", "C", "O", "O", "H", "H", "H", "H", "H", "H", "C", "C", "C", "O", "C", "O", "O", "H", "H", "H", "H", "H", "H", "C", "C", "C", "O", "C", "O", "O", "H", "H", "H", "H", "H", "H", "O", "P", "N", "C", "C", "N", "C", "C", "N", "C", "C", "H", "H", "H", "H", "H", "H", "H", "H", "H", "H", "H", "H", "H", "H", "H", "H", "H", "H"], "xyz": [[3.00361, 1.47173, -6.39509], [3.14874, 1.50536, -4.90917], [2.22946, 1.83773, -4.18523], [4.34824, 1.41093, -4.54356], [3.54679, 0.58437, -6.72012], [3.25705, 2.45291, -6.79651], [1.95815, 1.17226, -6.46872], [5.02495, -2.29598, 2.11326], [5.57779, -2.19087, 0.75925], [6.73168, -2.46073, 0.52096], [4.73681, -1.88127, -0.08275], [4.10726, -1.71610, 2.21171], [5.74193, -1.84766, 2.80104], [4.77493, -3.30245, 2.44879], [1.47717, 0.48844, -1.50313], [1.30593, 0.59748, 0.03583], [0.33086, 1.22171, 0.40030], [2.02088, -0.07502, 0.85039], [1.20773, -0.49776, -1.88117], [2.55246, 0.40228, -1.65934], [1.03365, 1.34371, -2.01294], [1.69821, -5.24520, -0.22232], [0.84469, -4.11888, 0.48064], [0.78907, -2.64353, -0.04837], [-0.47826, -2.59627, -0.60424], [-1.25642, -3.70113, -0.31207], [-2.38171, -4.01772, -0.72278], [-0.49465, -4.54103, 0.51696], [2.54133, -4.67219, -0.60822], [1.26117, -5.51731, -1.18308], [2.05473, -6.01824, 0.45841], [1.25159, -3.89350, 1.46640], [1.63600, -2.40997, -0.69356], [0.72259, -2.07150, 0.87708], [0.67452, 0.97762, 4.31044], [1.39009, -0.32105, 4.70668], [2.51755, -0.76464, 3.82727], [3.41196, -1.02943, 4.89343], [3.18528, -0.41976, 6.01116], [3.89729, -0.26699, 6.93645], [1.93923, 0.07935, 5.94764], [0.14473, 0.74363, 3.38704], [1.27142, 1.84707, 4.03498], [-0.07666, 1.25989, 5.04809], [0.66450, -1.12359, 4.83912], [2.94072, 0.09929, 3.31478], [2.11677, -1.57659, 3.22047], [-0.03096, 4.71200, -0.08419], [1.47851, 4.89258, -0.26899], [1.93513, 6.22859, 0.33912], [2.36790, 5.73100, 1.58672], [2.74085, 4.48089, 1.54440], [3.50566, 4.01779, 2.37995], [2.04531, 3.92802, 0.52654], [-0.53556, 5.45179, -0.70563], [-0.35087, 4.84979, 0.94867], [-0.34244, 3.74411, -0.47692], [1.83218, 4.63228, -1.26662], [1.08294, 6.90077, 0.43938], [2.75611, 6.77352, -0.12686], [1.59444, -5.56431, -6.96247], [2.57943, -4.48523, -6.41916], [2.62108, -3.36497, -7.41867], [2.06380, -2.24417, -6.73074], [1.66435, -2.64369, -5.40490], [1.33622, -1.90229, -4.51908], [1.92558, -3.95136, -5.29924], [0.59535, -5.26132, -7.27569], [1.53678, -6.48862, -6.38763], [1.96987, -5.90616, -7.92698], [3.56861, -4.80271, -6.08930], [2.24829, -3.64766, -8.40315], [3.59284, -2.94040, -7.67068], [-6.53535, -0.31447, 2.14249], [-5.53086, 0.82391, 2.07198], [-3.86594, 0.34809, 1.92208], [-2.76543, 1.36196, 1.68183], [-3.61977, -1.09248, 1.75051], [-5.58292, 1.77298, 3.45352], [-6.50154, 2.91254, 3.63062], [-5.07750, 1.14002, 4.71448], [-5.78295, 1.88952, 0.62781], [-6.40102, 1.20973, -0.52735], [-5.45916, 3.31911, 0.49525], [-1.78338, 0.88905, 1.68864], [-2.74616, 2.09408, 2.48913], [-2.94113, 1.94258, 0.77623], [-4.23248, -1.67565, 2.43797], [-2.55285, -1.31440, 1.72671], [-3.91726, -1.29574, 0.72178], [-7.39365, 2.50029, 4.10209], [-6.10495, 3.47684, 4.47465], [-6.74178, 3.47534, 2.72861], [-4.26163, 0.45088, 4.49643], [-4.57944, 1.94541, 5.25429], [-5.88045, 0.62491, 5.24177], [-6.72280, 0.17899, -0.37856], [-7.29715, 1.72289, -0.87625], [-5.61183, 1.08379, -1.26857], [-6.19114, 4.01958, 0.89732], [-5.61247, 3.54084, -0.56088], [-4.47025, 3.54980, 0.89138]], "forces_ev_per_angstrom": [[-1.7, -1.6, 0.9], [3.4, 1.6, 0.8], [0.3, -0.7, -0.6], [-2.4, -0.3, -0.1], [0.5, 0.6, -0.2], [0.1, -0.4, 0.0], [-0.2, 0.6, -0.7], [0.0, 0.8, 1.8], [-1.4, -0.5, -1.2], [-0.1, 0.2, 0.4], [0.7, -0.1, 0.0], [0.3, 0.0, -0.7], [0.1, -0.3, 0.0], [0.5, -0.2, -0.6], [1.8, -0.4, 1.0], [-0.2, -1.9, 1.0], [0.6, 0.1, -0.2], [-1.3, 1.9, -2.7], [-1.0, 0.1, 0.4], [0.2, 0.7, 0.1], [0.0, -0.3, 0.4], [0.1, 2.8, -0.3], [1.7, -0.6, 0.0], [0.0, -2.3, 1.5], [-2.7, -0.3, -1.8], [-1.3, -1.9, -0.5], [4.1, 1.9, 1.5], [-1.5, 1.3, -0.7], [0.7, -0.2, 0.3], [-0.5, -0.8, 0.5], [-0.4, -0.1, -0.3], [-0.2, -1.1, 0.5], [-0.4, 0.3, -0.2], [0.6, 0.6, -0.4], [-1.2, -0.9, -1.6], [-2.5, 3.1, 0.0], [-0.8, 1.9, 1.6], [3.5, -3.4, -2.3], [-1.8, 1.4, 1.0], [1.1, -0.3, 0.7], [0.3, -0.6, 0.7], [-0.4, 0.2, -0.2], [0.6, -0.3, 0.5], [0.2, -0.1, 0.1], [0.0, -0.1, 0.3], [-0.1, -0.4, -0.7], [1.1, -0.3, 0.0], [0.0, 0.4, -1.3], [-1.8, 0.5, -0.9], [-0.2, -0.6, -0.4], [0.3, 3.2, 1.3], [1.0, -1.2, 1.9], [-1.9, 0.0, -2.3], [2.6, -2.7, 1.5], [-0.2, 0.2, 0.0], [0.2, -0.1, 0.0], [0.0, -0.1, 0.3], [-0.3, 0.7, -0.3], [0.1, 0.0, 0.3], [0.0, -0.3, -0.2], [1.5, -1.1, -0.9], [-1.9, -1.4, -0.9], [1.7, 1.6, -0.3], [-2.0, -0.1, 1.8], [1.6, 0.8, -1.0], [0.0, -0.9, -1.5], [-0.5, 1.0, 1.6], [0.0, 0.8, 0.8], [-0.1, 0.3, 0.4], [0.5, -0.1, -0.2], [-0.2, -0.5, -0.2], [-1.1, 0.4, 0.3], [0.6, -0.8, 0.2], [2.2, 1.5, -0.7], [-0.3, 0.2, -1.4], [-0.7, 0.9, 1.0], [-1.5, -0.7, 0.6], [-0.3, 0.9, -1.5], [1.1, 0.2, -1.0], [0.0, -1.6, 1.4], [0.1, 0.9, -1.4], [-0.4, -1.5, 2.7], [0.6, 0.0, 0.2], [-0.8, -0.9, -0.5], [-0.2, -0.2, -0.3], [-0.1, 0.0, 0.3], [0.2, -0.3, -0.3], [0.4, -0.1, 0.0], [0.0, 0.0, 0.7], [-0.2, -0.8, 0.0], [-0.7, 0.1, -0.4], [0.3, 0.8, -0.5], [0.3, -0.2, 0.3], [-0.3, -0.2, -0.3], [-0.4, 0.0, 0.6], [0.1, 0.2, 0.3], [0.1, 0.1, 0.9], [0.2, 0.3, -0.3], [-0.3, 0.5, -0.7], [-0.2, -0.1, 0.7], [0.9, 0.0, -0.3], [0.0, 0.1, -0.3]], "smiles": "CN(C)P(=O)(N(C)C)N(C)C.C[C@H]1COC(=O)O1.C[C@H]1COC(=O)O1.C[C@H]1COC(=O)O1.C[C@H]1COC(=O)O1.C[N+](=O)[O-].C[N+](=O)[O-].C[N+](=O)[O-]", "homo_ev": -8.03}

=====

Largest force on an atom list, top to bottom, in Eh/bohr: 0.0360 0.1041
Kohn-Sham gap list, top to bottom, in eV: 7.772 7.591
Molecular weight list, top to bottom, in g mol⁻¹: 485.23 770.68